Molecular formula: C81H179N9O13
Method: DFT, wB97M-V/def2-TZVPD

Structure (XYZ):
```
282
Properties=species:S:1:pos:R:3:mulliken_charge:R:1
O -4.25 -0.97 1.77 -0.5700
H -4.12 -0.06 2.07 0.1837
H -3.77 -1.49 2.42 0.3475
O -2.71 1.25 3.20 0.0629
H -2.46 0.81 4.02 0.0313
H -3.26 1.97 3.53 -0.0092
O 2.73 5.32 3.79 -0.6483
H 2.58 6.07 4.36 0.2856
H 1.92 5.19 3.28 0.3688
O 5.20 4.29 2.46 -0.5736
H 4.48 4.68 2.97 0.3033
H 5.60 3.63 3.04 0.3343
C -0.01 -3.63 2.73 -2.0802
C -1.31 -4.09 2.02 2.8155
C -1.11 -5.41 1.24 -1.3358
C -0.91 -6.60 2.16 -0.8232
C -2.23 -6.76 2.95 -1.3717
C -2.55 -5.50 3.78 1.8488
N -2.49 -4.28 2.92 -0.0336
O -2.65 -3.17 3.69 -0.3961
C -4.00 -5.60 4.20 -2.0973
C -1.67 -5.40 5.08 -1.8834
C -1.69 -2.94 1.11 -2.6730
H 0.71 -3.36 1.96 0.5918
H 0.51 -4.39 3.33 0.3749
H -0.16 -2.73 3.32 0.1581
H -2.01 -5.54 0.66 0.4080
H -0.24 -5.30 0.60 0.4117
H -0.02 -6.48 2.80 0.3978
H -0.68 -7.47 1.55 0.4314
H -2.39 -7.66 3.56 0.4124
H -3.00 -6.87 2.17 0.3901
H -4.15 -6.40 4.93 0.3740
H -4.20 -4.66 4.71 0.4141
H -4.58 -5.66 3.27 0.4593
H -1.80 -6.32 5.67 0.4853
H -0.63 -5.40 4.81 0.3784
H -2.03 -4.63 5.76 0.4840
H -2.73 -3.00 0.77 0.5254
H -1.01 -2.74 0.29 0.5526
H -1.71 -2.00 1.68 0.2924
H -1.87 -3.05 4.28 0.2422
C -3.75 -4.19 -1.89 -2.2522
C -3.64 -3.27 -3.14 1.9310
C -2.36 -3.63 -3.94 -1.9293
C -2.34 -3.00 -5.32 1.0315
C -3.49 -3.65 -6.12 -1.8556
C -4.84 -3.44 -5.43 1.7800
N -4.71 -3.84 -4.02 0.2630
O -5.91 -3.42 -3.44 -0.5355
C -5.44 -2.05 -5.78 -1.6362
C -5.80 -4.46 -6.07 -2.0178
C -3.74 -1.78 -2.74 -0.8624
H -4.61 -3.93 -1.27 0.4735
H -2.83 -4.14 -1.32 0.1050
H -4.01 -5.19 -2.24 0.6053
H -1.47 -3.47 -3.34 0.5389
H -2.50 -4.70 -4.12 0.4732
H -1.46 -3.44 -5.75 -0.4712
H -2.39 -1.92 -5.26 0.1427
H -3.34 -4.73 -6.13 0.4785
H -3.59 -3.22 -7.11 0.4567
H -5.54 -2.09 -6.85 0.5417
H -6.41 -1.86 -5.30 0.3371
H -4.77 -1.21 -5.60 0.2546
H -5.51 -5.43 -5.71 0.5045
H -6.80 -4.26 -5.68 0.4250
H -5.89 -4.41 -7.17 0.3311
H -2.96 -1.69 -1.97 -0.1797
H -4.66 -1.47 -2.25 0.4453
H -3.46 -1.11 -3.55 0.2350
H -6.39 -4.20 -3.16 0.3523
C -6.16 1.75 -3.34 -1.7800
C -6.44 3.09 -2.65 2.2905
C -6.37 3.00 -1.11 -1.4978
C -4.91 2.98 -0.66 0.9202
C -4.20 4.27 -1.17 -1.8006
C -4.25 4.28 -2.70 1.9404
N -5.63 4.25 -3.15 0.1613
O -5.59 4.29 -4.52 -0.5133
C -3.80 5.69 -3.05 -2.2699
C -3.24 3.25 -3.32 -0.7967
C -7.88 3.45 -3.04 -2.1956
H -6.18 2.02 -4.39 0.4877
H -7.04 1.12 -3.23 0.5249
H -5.23 1.21 -3.14 -0.0911
H -6.80 3.93 -0.71 0.3139
H -6.90 2.11 -0.78 0.6856
H -4.38 2.10 -1.03 -0.3023
H -4.83 2.91 0.43 -0.4863
H -3.15 4.32 -0.86 0.2834
H -4.82 5.10 -0.85 0.6372
H -4.52 6.44 -2.72 0.4534
H -2.84 5.96 -2.58 0.3408
H -3.61 5.74 -4.12 0.4938
H -2.28 3.69 -2.98 0.2310
H -3.21 2.25 -2.90 -0.2818
H -3.19 3.24 -4.41 0.4309
H -8.57 2.79 -2.53 0.4248
H -8.08 3.49 -4.11 0.4167
H -8.05 4.47 -2.67 0.5135
H -6.14 5.00 -4.83 0.3717
C 6.72 0.59 2.86 -1.8531
C 6.41 -0.88 2.55 2.1786
C 5.82 -1.04 1.18 -0.6418
C 6.77 -0.92 0.04 0.9724
C 7.90 -1.92 0.22 -1.7730
C 8.66 -1.73 1.54 1.8870
N 7.68 -1.77 2.65 0.0374
O 8.27 -1.51 3.82 -0.5232
C 9.53 -2.95 1.76 -2.0572
C 9.57 -0.48 1.57 -1.5918
C 5.46 -1.43 3.66 -2.1654
H 7.40 1.05 2.15 0.3593
H 7.25 0.55 3.82 0.4674
H 5.81 1.17 3.03 0.3054
H 5.39 -2.05 1.15 0.4552
H 4.96 -0.34 1.08 -0.4068
H 7.21 0.07 0.08 -0.0577
H 6.19 -1.04 -0.86 -0.5706
H 8.68 -1.90 -0.55 0.4690
H 7.54 -2.95 0.21 0.3280
H 10.26 -3.16 0.97 0.3707
H 9.95 -2.72 2.74 0.4842
H 8.89 -3.83 1.85 0.4563
H 9.01 0.36 1.18 0.2964
H 9.85 -0.29 2.61 0.3370
H 10.41 -0.63 0.89 0.4628
H 5.85 -1.14 4.65 0.5507
H 5.25 -2.50 3.58 0.5132
H 4.52 -0.90 3.61 0.1506
H 8.14 -2.25 4.42 0.3791
C 7.87 -0.08 -4.04 -1.9552
C 6.53 0.62 -4.08 1.5566
C 5.52 -0.43 -3.66 -0.9137
C 4.17 0.26 -3.42 0.7261
C 4.33 1.34 -2.37 0.4966
C 5.36 2.43 -2.78 1.7193
N 6.60 1.65 -3.06 0.8484
O 7.53 2.55 -3.47 -0.6196
C 4.85 3.37 -3.91 -1.6042
C 5.68 3.30 -1.60 -1.9185
C 6.39 1.05 -5.58 -1.7194
H 7.76 -1.02 -4.58 0.4688
H 8.05 -0.40 -3.01 0.2548
H 8.62 0.59 -4.46 0.4122
H 5.44 -1.19 -4.43 0.5736
H 5.80 -0.94 -2.74 -0.1522
H 3.43 -0.45 -3.02 0.5941
H 3.85 0.76 -4.33 -1.0903
H 4.66 0.91 -1.42 -0.8488
H 3.35 1.84 -2.23 -0.1303
H 4.06 4.01 -3.51 0.4884
H 5.65 4.01 -4.26 0.3068
H 4.44 2.78 -4.72 0.0977
H 4.85 3.85 -1.16 0.2567
H 6.13 2.68 -0.83 0.2437
H 6.42 4.05 -1.88 0.5404
H 7.16 1.81 -5.74 0.4340
H 5.40 1.40 -5.88 -0.0554
H 6.67 0.15 -6.11 0.6560
H 8.19 2.68 -2.78 0.3477
C -2.48 5.48 3.49 -1.9536
C -3.91 5.58 3.96 1.7166
C -4.74 6.39 2.92 -1.0529
C -6.20 6.34 3.14 -0.7630
C -6.66 4.89 2.99 -0.9162
C -5.98 3.96 4.04 1.2394
N -4.48 4.20 3.83 1.1099
O -3.78 3.50 4.80 -0.5739
C -6.51 4.13 5.49 -1.5533
C -6.17 2.48 3.64 -1.4312
C -3.95 6.25 5.30 -1.8526
H -1.78 4.99 4.17 0.4569
H -2.19 6.53 3.45 0.4425
H -2.52 5.04 2.51 0.1788
H -4.40 7.44 2.95 0.5316
H -4.58 5.92 1.96 0.0324
H -6.63 6.88 2.29 0.5579
H -6.58 6.80 4.06 0.3441
H -6.31 4.56 2.00 -0.1599
H -7.74 4.74 3.02 0.5108
H -7.36 3.44 5.51 0.5238
H -5.85 3.84 6.30 0.2572
H -6.91 5.12 5.72 0.3481
H -7.21 2.17 3.50 0.5481
H -5.69 2.32 2.67 -0.1519
H -5.69 1.80 4.35 0.3690
H -3.42 5.85 6.17 0.3230
H -4.97 6.41 5.65 0.3805
H -3.41 7.18 5.12 0.4437
H -4.21 3.71 5.66 0.2120
C 3.33 -3.18 -7.88 -1.5999
C 2.69 -1.97 -8.57 1.7207
C 1.31 -2.42 -9.12 -1.5956
C 0.23 -2.52 -8.07 -0.1329
C 0.02 -1.18 -7.45 -1.1006
C 1.31 -0.73 -6.74 1.8943
N 2.43 -0.76 -7.78 -0.3460
O 3.64 -0.62 -7.07 -0.1779
C 1.22 0.76 -6.44 -1.3498
C 1.63 -1.55 -5.42 -0.9876
C 3.62 -1.56 -9.76 -1.9347
H 3.48 -4.00 -8.59 0.4147
H 2.69 -3.48 -7.05 0.3450
H 4.33 -2.98 -7.50 0.2920
H 1.03 -1.63 -9.84 0.3719
H 1.46 -3.31 -9.74 0.4783
H 0.53 -3.23 -7.31 0.2593
H -0.69 -2.81 -8.58 0.3679
H -0.85 -1.17 -6.78 -0.0854
H -0.22 -0.45 -8.23 0.4856
H 0.34 0.88 -5.78 0.3077
H 2.08 1.06 -5.86 0.0444
H 1.08 1.35 -7.33 0.4441
H 2.66 -1.42 -5.12 -0.0985
H 1.00 -1.14 -4.63 0.2162
H 1.43 -2.61 -5.55 0.3328
H 3.57 -2.45 -10.39 0.4413
H 4.64 -1.33 -9.44 0.3219
H 3.21 -0.66 -10.24 0.4437
H 4.13 0.10 -7.48 0.2761
C 0.01 3.30 1.74 -1.9335
C 1.03 2.83 0.69 2.9548
C 1.96 1.74 1.26 -1.3790
C 1.21 0.42 1.34 0.3454
C 0.75 -0.08 0.04 -0.3913
C -0.22 0.97 -0.62 2.8285
N 0.43 2.31 -0.57 0.7628
O -0.53 3.20 -0.88 -0.4617
C -0.37 0.61 -2.11 -1.1749
C -1.62 0.88 0.04 -0.1260
C 1.91 4.03 0.24 -1.6146
H -0.77 3.99 1.39 0.2425
H 0.65 3.83 2.44 0.0932
H -0.57 2.51 2.23 0.1429
H 2.82 1.60 0.60 -0.3145
H 2.40 2.04 2.22 0.7095
H 0.43 0.54 2.10 -0.3088
H 1.91 -0.33 1.71 0.5351
H 0.19 -1.03 0.10 -0.6004
H 1.59 -0.20 -0.66 -0.1376
H -1.05 1.28 -2.61 -0.3850
H 0.62 0.66 -2.57 0.0774
H -0.75 -0.41 -2.27 0.1324
H -2.31 1.62 -0.36 -0.6213
H -1.97 -0.11 -0.20 -0.0945
H -1.67 0.97 1.13 -0.3210
H 2.37 3.65 -0.67 0.1774
H 2.65 4.34 0.99 0.2623
H 1.26 4.86 -0.03 0.3383
H -0.39 3.43 -1.81 0.2578
C -0.61 -3.40 8.87 -1.3128
C -0.45 -1.89 8.62 1.4405
C 0.57 -1.30 9.61 -1.2345
C 2.01 -1.61 9.24 -0.5722
C 2.27 -1.14 7.86 -1.4946
C 1.31 -1.73 6.81 2.1837
N -0.07 -1.44 7.28 -0.0264
O -0.95 -2.05 6.38 0.0947
C 1.45 -1.00 5.46 -1.3817
C 1.66 -3.18 6.52 -1.6398
C -1.82 -1.26 8.89 -2.0532
H 0.31 -3.98 8.94 0.2940
H -1.19 -3.83 8.05 0.1011
H -1.08 -3.49 9.86 0.5086
H 0.42 -0.21 9.57 0.3971
H 0.25 -1.61 10.60 0.4132
H 2.19 -2.69 9.24 0.3084
H 2.64 -1.07 9.95 0.4022
H 3.31 -1.32 7.59 0.2783
H 2.26 -0.06 7.73 0.4865
H 0.79 -1.48 4.75 -0.1389
H 1.07 0.02 5.63 0.5312
H 2.50 -0.99 5.14 0.2873
H 0.89 -3.67 5.92 0.0760
H 2.54 -3.18 5.86 0.4571
H 1.88 -3.78 7.40 0.4121
H -1.71 -0.20 8.72 0.4798
H -2.05 -1.38 9.95 0.4274
H -2.56 -1.80 8.31 0.3799
H -1.38 -1.32 5.94 0.1549
```

Results
LUMO energy in eV: 0.11
Orbital gap in eV: 8.3505
E_HOMO in eV: -8.244
ΔE to the lowest compared entry with this formula, charge and spin in eV: 0.000